Below is a molecular structure, C26H28F6IrN5O6S5 at a distorted geometry, with properties calculated with ωB97M-V/def2-TZVPD.

Structure (ORCA input):
```
! wB97M-V def2-TZVPD RIJCOSX def2/J DEFGRID3
* xyz 3 6
Ir 0.120 -0.435 -0.029
S -1.179 0.994 2.810
S 1.073 2.075 1.870
S 2.213 -1.961 -0.029
S -1.936 -2.118 -2.840
S -1.217 -2.966 1.978
F -2.613 -0.629 4.217
F 2.309 3.731 3.447
F -1.602 0.869 5.406
F 3.347 3.200 1.618
F -0.475 -0.779 4.553
F 3.265 1.792 3.269
O -1.171 -0.117 1.806
O -1.077 -1.640 -1.706
O 1.571 0.959 1.023
O 0.437 3.127 1.139
O -0.303 -2.531 0.823
O -2.194 1.961 2.577
N 0.276 1.500 3.092
N 4.330 -1.882 -1.592
N -0.791 1.340 -1.119
N 2.613 -0.500 -2.211
N 1.486 0.185 -1.882
C 1.925 -4.761 3.760
C 1.611 1.356 -4.027
C -0.126 -3.689 3.198
C 1.035 1.083 -2.675
C -4.724 0.763 -2.719
C -3.740 -0.124 -2.324
C 1.118 -4.164 2.805
C -2.044 3.359 -0.927
C 0.238 -4.403 5.446
C -1.748 2.060 -0.537
C -3.298 -0.639 -4.678
C -4.283 0.259 -5.051
C 1.492 -4.870 5.076
C -0.083 1.879 -2.131
C -1.492 0.062 4.387
C 3.125 -1.405 -1.349
C -4.989 0.957 -4.073
C -1.978 -4.528 1.339
C -3.094 -3.566 -0.723
C -0.317 3.170 -2.566
C -2.038 -4.528 -0.176
C -3.059 -0.826 -3.319
C -3.062 -3.472 -2.243
C -0.579 -3.795 4.503
C 2.626 2.754 2.635
C -1.306 3.927 -1.944
H -4.504 0.407 -6.099
H 0.976 2.021 -4.603
H -1.054 -4.271 -0.574
H 2.888 -5.160 3.469
H 2.142 -5.303 5.824
H -1.483 4.950 -2.250
H -2.752 -1.199 -5.427
H 0.283 3.600 -3.355
H 3.163 -0.180 -3.000
H -2.966 -4.577 1.798
H -2.272 -5.544 -0.502
H -2.959 -2.576 -0.278
H -0.104 -4.501 6.466
H 2.600 1.820 -3.962
H -2.815 3.908 -0.404
H 1.442 -4.079 1.777
H -5.296 1.292 -1.968
H -3.534 -0.299 -1.276
H -1.370 -5.347 1.716
H -4.093 -3.908 -0.444
H -5.756 1.660 -4.372
H -2.690 -4.387 -2.709
H 1.713 0.421 -4.585
H -1.546 -3.402 4.794
H 4.720 -2.585 -0.981
H -4.025 -3.225 -2.686
H 4.923 -1.542 -2.335
H -2.297 1.603 0.275
*
```

Output
E_LUMO (spin up / spin down): -8.6 / -12.8 eV
total energy: -4426.08640 hartree
HOMO-LUMO gap (spin up / spin down): 7.55 / 3.44 eV
energy above the lowest of the compared OMol25 structures with the same formula, charge and spin: 39.52 kcal per mole
highest occupied orbital energy (spin up / spin down): -16.184 / -16.191 eV
⟨S²⟩: 8.77


Below is a molecular structure, C26H28GeO6PtSb at a distorted geometry, with properties calculated with ωB97M-V/def2-TZVPD.

Structure (ORCA input):
```
! wB97M-V def2-TZVPD RIJCOSX def2/J DEFGRID3
* xyz 1 1
Pt 0.520 2.465 -1.697
Sb -1.425 1.328 -2.767
Ge 0.306 -0.482 1.684
O -0.251 1.299 0.017
O 1.706 5.701 -4.593
O -0.602 3.453 0.062
O 3.967 4.083 -4.098
O 2.738 2.737 -2.692
O 0.346 4.208 -3.483
C -1.251 -2.235 -0.084
C -1.000 2.168 2.092
C 1.028 -1.456 4.424
C 1.438 -3.763 4.969
C 4.277 -0.077 0.387
C -3.641 -2.515 -0.012
C 0.916 -1.766 3.069
C -2.537 -1.087 1.578
C 1.844 -0.476 -0.863
C -2.359 2.515 -4.243
C -3.033 0.949 -1.474
C 3.137 -0.330 1.142
C -3.700 -1.661 1.081
C 1.141 4.890 -4.007
C -0.609 2.360 0.658
C 1.895 -0.493 0.535
C 1.110 -3.096 2.685
C -0.118 1.107 2.781
C -1.296 -1.355 0.998
C 3.247 3.493 -3.425
C -2.413 -2.806 -0.591
C 4.197 -0.008 -0.995
C 1.280 -2.446 5.369
C -1.091 -0.500 -3.759
C 2.980 -0.244 -1.624
C 1.361 -4.087 3.621
H -2.039 1.824 2.072
H -2.358 -3.493 -1.427
H 3.216 -0.397 2.222
H -4.652 -1.445 1.548
H -3.346 2.097 -4.437
H -0.975 3.135 2.590
H -4.546 -2.960 -0.405
H -0.296 -2.496 -0.529
H -0.552 -0.309 -4.685
H 0.824 1.567 3.086
H 1.491 -5.113 3.299
H 1.628 -4.535 5.704
H -1.769 2.520 -5.157
H 5.229 0.063 0.883
H -2.453 3.534 -3.875
H -3.461 1.903 -1.170
H -2.602 -0.430 2.440
H 2.925 -0.277 -2.706
H 0.908 -0.705 -1.362
H 0.919 -0.434 4.767
H -2.066 -0.933 -3.978
H -0.628 0.753 3.675
H -3.769 0.372 -2.031
H 1.056 -3.368 1.635
H 1.344 -2.184 6.417
H -0.515 -1.181 -3.137
H 5.078 0.222 -1.581
H -2.699 0.394 -0.599
*
```

Output
E_LUMO (spin up / spin down): -5.3 / -4.8 eV
total energy: -3895.20464 hartree
HOMO-LUMO gap (spin up / spin down): 5.50 / 5.98 eV
energy above the lowest of the compared OMol25 structures with the same formula, charge and spin: 10.48 kcal per mole
highest occupied orbital energy (spin up / spin down): -10.760 / -10.760 eV


Below is a molecular structure, C26H28HgN6O2SSe, with properties calculated with ωB97M-V/def2-TZVPD.

Structure (ORCA input):
```
! wB97M-V def2-TZVPD RIJCOSX def2/J DEFGRID3
* xyz -1 2
Hg 2.227 2.451 -1.499
Se -0.590 0.842 0.264
S 0.009 -2.896 0.257
O 0.266 -2.647 1.662
O 0.394 -4.185 -0.266
N -1.787 1.789 1.166
N -1.707 0.412 -1.032
N 0.005 -2.441 -2.661
N 1.277 -0.446 -2.336
N 0.643 -1.657 -0.521
N -5.898 -2.312 -0.385
C 2.920 2.302 2.000
C 2.641 0.978 2.123
C 4.822 3.730 0.895
C -2.410 -3.386 -0.975
C 1.283 -0.264 -3.641
C 1.545 0.310 2.889
C -2.487 -2.042 1.012
C -1.758 -2.775 0.086
C -5.228 1.304 -1.048
C 0.038 -2.217 -3.962
C -4.516 -2.498 -0.202
C 4.602 1.163 0.870
C -2.880 0.937 -0.721
C 5.786 0.819 0.020
C 0.676 -1.131 -4.539
C -4.175 2.255 0.932
C 3.673 0.243 1.398
C 2.151 3.461 2.549
C 0.635 -1.549 -1.863
C -4.071 0.757 -1.491
C 3.657 -1.225 1.200
C -2.932 1.693 0.506
C -3.781 -3.247 -1.117
C -3.857 -1.898 0.868
C -5.280 2.060 0.169
C 4.169 2.430 1.229
H -4.419 -1.308 1.585
H 5.910 3.657 0.951
H 6.376 1.707 -0.209
H 0.736 1.004 3.127
H 4.597 -1.593 0.789
H 4.569 4.052 -0.121
H 1.128 -0.542 2.347
H -6.387 -2.066 0.463
H 3.438 -1.754 2.131
H 2.843 -1.490 0.512
H 0.689 -0.964 -5.606
H -1.971 -1.591 1.851
H 5.482 0.377 -0.933
H 1.142 3.161 2.833
H 2.630 3.892 3.434
H -0.481 -2.945 -4.581
H -6.350 -3.084 -0.850
H 1.922 -0.083 3.839
H -4.206 2.820 1.855
H 1.795 0.631 -3.992
H -4.290 -3.718 -1.952
H -1.828 -3.958 -1.683
H -6.143 1.155 -1.608
H 4.500 4.521 1.574
H -6.230 2.478 0.481
H 6.448 0.101 0.512
H -4.020 0.162 -2.393
H 2.059 4.260 1.809
*
```

Output
E_LUMO (spin up / spin down): 2.1 / 1.9 eV
total energy: -4439.66075 hartree
HOMO-LUMO gap (spin up / spin down): 6.97 / 6.81 eV
highest occupied orbital energy (spin up / spin down): -4.831 / -4.874 eV
⟨S²⟩: 0.77


Below is a molecular structure, C26H28IN8O2S3V at a distorted geometry, with properties calculated with ωB97M-V/def2-TZVPD.

Structure (ORCA input):
```
! wB97M-V def2-TZVPD RIJCOSX def2/J DEFGRID3
* xyz 2 3
I -4.392 -5.192 -0.487
V -1.186 -0.118 0.744
S 0.204 2.110 1.037
S -0.324 -4.406 1.179
S 0.156 -1.345 -0.910
O 0.424 3.080 2.051
O 0.644 0.711 1.330
N 0.962 -6.550 2.066
N 2.180 -1.576 0.882
N -1.336 1.719 0.759
N -3.505 0.559 0.385
N 2.725 -1.423 -1.366
N -2.747 -2.289 2.050
N 1.976 -4.552 2.496
N -2.216 -1.823 0.890
C 3.488 -1.555 1.156
C -3.597 1.925 0.314
C -3.476 -3.387 1.849
C 0.936 -5.216 1.955
C 1.866 3.686 -0.326
C -2.669 -2.654 -0.060
C 4.465 -1.481 0.157
C 3.888 -1.592 2.596
C 2.702 4.314 -3.980
C -3.468 -3.646 0.493
C 1.792 -1.441 -0.377
C 0.496 2.225 -1.700
C 2.451 4.197 -1.473
C -4.622 -0.125 0.239
C -2.371 3.986 0.457
C 0.896 2.695 -0.449
C -4.753 4.031 0.022
C 4.060 -1.448 -1.144
C -5.869 0.474 0.001
C -4.789 2.615 0.075
C 1.098 2.748 -2.828
C 4.962 -1.429 -2.334
C -5.954 1.835 -0.091
C -3.574 4.690 0.206
C 2.082 3.738 -2.734
C -2.406 2.627 0.511
H 1.987 4.960 -4.494
H 6.003 -1.392 -2.025
H -6.742 -0.154 -0.109
H 2.144 4.057 0.652
H 1.715 -7.051 2.506
H -2.388 -2.526 -1.093
H -4.552 -1.204 0.303
H -3.548 5.771 0.169
H 0.787 2.395 -3.806
H -6.903 2.319 -0.286
H 1.977 -3.553 2.388
H 0.210 -7.074 1.657
H -2.496 -1.888 2.938
H 3.061 -1.908 3.226
H 4.759 -2.224 2.758
H 2.982 3.525 -4.679
H -1.447 4.525 0.629
H 2.736 -5.013 2.965
H 4.161 -0.577 2.902
H 4.811 -2.326 -2.939
H -3.935 -3.925 2.663
H 3.195 4.980 -1.383
H 3.584 4.909 -3.751
H -5.670 4.578 -0.156
H 2.380 -1.378 -2.317
H 4.752 -0.561 -2.962
H 5.518 -1.470 0.403
H -0.283 1.486 -1.802
*
```

Output
E_LUMO (spin up / spin down): -6.3 / -5.7 eV
total energy: -4031.95447 hartree
HOMO-LUMO gap (spin up / spin down): 6.29 / 6.90 eV
energy above the lowest of the compared OMol25 structures with the same formula, charge and spin: 58.26 kcal per mole
highest occupied orbital energy (spin up / spin down): -12.618 / -12.622 eV
⟨S²⟩: 2.02


> The highest total energy belongs to which entry?

C26H28GeO6PtSb